The following is a quantum chemistry calculation of an isolated ion of composition C9H19N4OS2 and charge +1 in a non-equilibrium geometry, from the Open Molecules 2025 dataset.

Each atom is followed by the atoms it is bonded to, with distances in Å.
Element x y z (Å)
1 C 3.4986 -0.3547 0.1895  C2 1.533, H17 1.090, H18 1.091, H19 1.090
2 C 2.4585 0.3581 1.0616  C1 1.533, C3 1.570, H20 1.089, H21 1.100
3 C 1.4158 1.2303 0.2768  C2 1.570, N4 1.465, H22 1.094, H23 1.092
4 N 1.3844 1.0148 -1.1715  C3 1.465, C5 1.450, H24 1.012
5 C 0.2284 0.2762 -1.6427  N4 1.450, S6 1.862, C7 1.548, O16 1.415
6 S 0.3440 0.3104 -3.5007  C5 1.862, H25 1.348
7 C 0.3406 -1.2008 -1.1933  C5 1.548, N8 1.498, H26 1.087, H27 1.092
8 N -0.9446 -1.7976 -0.7065  C7 1.498, C9 1.515, H28 1.024, H29 1.020
9 C -1.5390 -0.8338 0.2997  N8 1.515, N10 1.472, C13 1.518, H30 1.091
10 N -2.6909 -1.5401 0.8844  C9 1.472, C11 1.226
11 C -2.3818 -2.1190 1.9203  N10 1.226, S12 1.563
12 S -1.8776 -2.9881 3.1180  C11 1.563
13 C -1.9644 0.3875 -0.4952  C9 1.518, C14 1.566, O16 1.424, H31 1.099
14 C -2.4671 1.5258 0.4561  C13 1.566, N15 1.464, H32 1.087, H33 1.098
15 N -2.3512 1.2043 1.8798  C14 1.464, H34 1.014, H35 1.013
16 O -0.9830 0.9513 -1.3593  C5 1.415, C13 1.424
17 H 3.0741 -0.8108 -0.7046  C1 1.090
18 H 4.2259 0.3792 -0.1599  C1 1.091
19 H 3.9679 -1.1479 0.7716  C1 1.090
20 H 2.9129 1.0087 1.8081  C2 1.089
21 H 1.8832 -0.3871 1.6312  C2 1.100
22 H 0.4419 1.1133 0.7620  C3 1.094
23 H 1.6937 2.2754 0.4312  C3 1.092
24 H 1.3327 1.8940 -1.6709  N4 1.012
25 H 1.6819 0.2239 -3.6453  S6 1.348
26 H 0.6867 -1.8236 -2.0147  C7 1.087
27 H 1.0838 -1.3324 -0.4037  C7 1.092
28 H -1.6001 -1.7946 -1.4934  N8 1.024
29 H -0.8415 -2.7314 -0.3097  N8 1.020
30 H -0.7541 -0.6512 1.0350  C9 1.091
31 H -2.8325 0.0979 -1.1034  C13 1.099
32 H -3.4759 1.8095 0.1659  C14 1.087
33 H -1.8292 2.3933 0.2392  C14 1.098
34 H -1.3817 1.1032 2.1579  N15 1.014
35 H -2.6910 1.9905 2.4204  N15 1.013

## Properties
SMILES string = CCCN[C@@]1(S)C[NH2+][C@H](N=C=S)[C@@H](CN)O1
HOMO level = -0.471 Eh
LUMO = -3.438 eV
net charge = +1
orbital gap = 9.4 eV
energy = -1444.6642 Eh